Density functional theory data (ωB97M-V/def2-TZVPD) for a molecular structure, C3H6N2OS2 in a non-equilibrium geometry.

Values from the calculation:
Energy above the lowest of the compared OMol25 structures with the same formula, charge and spin: 3.766 eV
DFT total energy: -1098.935529 a.u.
Frontier orbital gap: 9.485 eV
HOMO: -8.9868 eV

Positions of all 14 atoms, in Å:
O  -0.15  1.53  -0.15
S  0.96  -0.99  -2.09
N  1.86  -0.85  -0.71
H  -2.66  2.25  0.32
H  -3.17  0.35  -0.49
C  -2.46  1.03  0.45
H  2.96  -1.34  1.38
H  0.64  0.39  -2.31
C  1.31  -0.86  0.58
S  -0.44  -0.87  0.60
N  2.00  -1.04  1.64
H  -2.70  0.67  1.66
H  2.86  -1.01  -0.98
C  -1.01  0.75  0.12

Charge distribution, Löwdin scheme, values in e:
1. O -0.0039
2. S 0.7081
3. N -0.4740
4. H 0.1291
5. H 0.1750
6. C -0.1236
7. H 0.0601
8. H -0.0817
9. C -0.8119
10. S 0.9535
11. N 0.0766
12. H 0.1441
13. H 0.0992
14. C -0.8506


Density functional theory data (ωB97M-V/def2-TZVPD) for a molecular structure, C45H56BrN4O3S2SbSi3V.

Values from the calculation:
DFT total energy: -7616.150112 a.u.
Net charge: +1
Frontier orbital gap: 6.015 eV
HOMO: -10.3037 eV

Positions of all 116 atoms, in Å:
C  6.00  0.91  3.54
H  -0.75  -5.36  0.56
C  -1.62  0.61  3.76
H  -5.05  -2.48  -2.83
H  1.14  0.99  -2.47
H  -5.91  -0.38  0.52
H  -5.40  2.96  -2.20
H  -2.74  -1.68  -4.38
Si  -3.81  -0.41  -2.56
C  -0.11  -0.39  1.28
C  -0.59  -2.46  2.88
H  -4.18  -1.85  0.84
H  7.43  -0.12  0.67
N  3.70  -0.93  -0.58
C  2.05  -5.47  -2.10
H  6.27  1.35  4.50
C  -5.11  3.13  -1.16
C  5.32  -0.24  1.09
C  6.98  0.65  2.60
H  -6.00  3.46  -0.63
C  -0.05  2.45  -3.51
H  -4.67  1.42  -4.03
C  0.56  5.41  -0.44
N  -0.78  0.99  -1.76
C  1.11  6.28  0.49
C  2.13  -6.28  -0.97
H  -4.96  2.47  2.01
C  4.94  -0.88  -0.16
C  1.22  1.42  3.52
C  0.14  -1.69  1.98
H  -3.31  2.93  -2.80
H  1.61  0.52  4.01
C  2.17  5.88  1.29
H  -5.99  0.75  -3.07
H  6.36  -0.77  -1.75
O  3.85  2.06  -0.09
O  1.72  1.38  0.00
H  2.83  -5.50  -2.84
H  -1.56  3.17  2.16
H  -3.51  3.21  1.36
C  6.05  -1.48  -0.98
C  2.47  -1.86  -2.20
H  1.19  -6.87  0.87
H  -1.31  -0.20  4.41
H  -6.76  1.16  0.47
H  -6.48  0.28  -1.02
Sb  -1.89  -0.91  -0.09
H  -1.76  1.49  4.40
H  0.63  3.43  -1.25
C  1.13  -6.24  -0.01
O  3.06  -0.14  1.75
C  2.70  4.61  1.14
H  2.91  -3.46  1.69
H  1.66  -4.98  3.26
C  4.67  0.63  3.27
H  -3.43  1.60  2.06
H  -1.06  2.52  0.59
C  1.91  -3.23  2.05
S  2.28  -2.64  -3.76
C  6.65  0.07  1.39
C  1.22  -4.05  2.92
Si  -0.31  1.08  2.50
H  -5.34  -0.15  -4.44
C  -5.07  0.51  -3.60
C  -6.03  0.54  -0.06
C  -4.05  2.27  1.46
H  -5.43  -1.83  -1.24
C  2.15  3.72  0.22
H  -0.07  -3.18  -3.51
C  4.34  0.09  2.04
C  -2.40  -0.89  -3.71
C  -0.04  -3.65  3.34
C  -3.07  0.68  -1.12
H  2.59  6.56  2.02
H  8.02  0.89  2.81
Si  -4.50  1.61  -0.24
C  -4.62  -1.99  -1.95
H  -0.89  -3.93  -1.44
C  1.07  4.13  -0.56
H  -1.53  3.82  -4.25
C  -2.31  2.53  -2.74
C  -1.32  3.02  -3.56
C  0.16  1.45  -2.58
H  -4.39  3.95  -1.13
H  5.71  -2.38  -1.49
H  -3.06  -2.01  2.17
C  -0.75  2.67  1.63
C  0.96  -4.62  -2.27
H  -2.08  -0.04  -4.33
S  1.04  -1.51  -1.27
H  -2.60  0.37  3.34
H  3.89  0.85  3.98
N  3.64  -1.55  -1.83
H  -3.85  -0.46  1.87
C  0.86  -3.74  -3.49
Br  4.12  4.11  2.28
H  -0.60  -4.26  4.03
H  2.97  -6.94  -0.85
H  -1.56  -2.15  3.23
H  2.02  1.89  2.95
C  -0.04  -4.59  -1.31
C  -2.03  1.47  -1.86
H  0.71  7.28  0.60
V  1.86  -0.35  0.50
C  0.04  -5.39  -0.18
H  -0.27  5.72  -1.06
H  6.91  -1.72  -0.36
H  -1.52  -1.24  -3.17
H  0.75  2.78  -4.15
H  -3.91  -2.70  -1.52
H  0.89  -4.34  -4.41
C  2.70  2.34  0.04
C  -3.41  -1.33  1.40
H  0.93  2.13  4.30
N  1.36  -2.10  1.62
H  0.10  3.34  1.63

Results of the Löwdin charge analysis, in e, for atoms 1 through 99:
1. C -0.0509
2. H 0.1050
3. C -0.1578
4. H 0.0446
5. H 0.0893
6. H 0.0181
7. H 0.0224
8. H 0.0463
9. Si 0.4329
10. C -0.4699
11. C -0.0231
12. H -0.0059
13. H 0.1134
14. N 0.0040
15. C -0.0472
16. H 0.1180
17. C -0.1745
18. C -0.1037
19. C -0.0530
20. H 0.0450
21. C -0.0597
22. H 0.0316
23. C -0.0535
24. N 0.0192
25. C -0.0551
26. C -0.0724
27. H 0.0506
28. C -0.1906
29. C -0.1624
30. C -0.4266
31. H 0.0788
32. H 0.0411
33. C -0.1115
34. H 0.0231
35. H 0.1156
36. O 0.1282
37. O -0.1830
38. H 0.1137
39. H 0.0326
40. H 0.0278
41. C -0.0020
42. C -0.9625
43. H 0.1037
44. H 0.0350
45. H 0.0439
46. H 0.0211
47. Sb 1.4770
48. H 0.0521
49. H 0.0907
50. C -0.0935
51. O -0.1700
52. C -0.5905
53. H 0.1333
54. H 0.1142
55. C -0.0119
56. H -0.0153
57. H 0.0312
58. C -0.0756
59. S 0.9532
60. C -0.0031
61. C -0.0432
62. Si 0.4855
63. H 0.0452
64. C -0.1594
65. C -0.1733
66. C -0.1657
67. H 0.0177
68. C -0.1840
69. H 0.0590
70. C -0.2675
71. C -0.1614
72. C -0.0249
73. C -0.5182
74. H 0.1038
75. H 0.1134
76. Si 0.4756
77. C -0.1840
78. H 0.0845
79. C -0.0333
80. H 0.1164
81. C -0.0354
82. C -0.0428
83. C -0.1743
84. H 0.0358
85. H 0.0828
86. H -0.0128
87. C -0.1414
88. C -0.3183
89. H 0.0436
90. S 0.7606
91. H 0.0010
92. H 0.1079
93. N -0.0510
94. H -0.0179
95. C -0.4246
96. Br 0.8584
97. H 0.1206
98. H 0.1064
99. H 0.0838


Density functional theory data (ωB97M-V/def2-TZVPD) for a molecular structure, C10H27ClDyIO2P2S in a non-equilibrium geometry.

Values from the calculation:
Energy above the lowest of the compared OMol25 structures with the same formula, charge and spin: 0.000 eV
Spin multiplicity: 6
DFT total energy: -3271.009863 a.u.
Net charge: +2
Frontier orbital gap (alpha / beta): 3.738 / 4.254 eV
HOMO (alpha / beta): -14.4782 / -14.5463 eV

Positions of all 45 atoms, in Å:
H  3.07  -0.95  -2.62
H  4.84  0.01  0.81
H  0.08  2.40  3.90
Dy  0.08  -1.10  0.31
H  -4.51  -0.34  -1.78
C  -3.50  -2.44  0.03
O  -0.09  0.66  1.60
H  3.61  1.31  0.71
P  -2.73  -0.79  -0.19
I  -0.18  -3.12  2.35
H  3.45  0.05  1.95
H  3.35  -2.74  1.07
H  1.33  3.17  2.37
H  3.23  0.74  -2.08
H  2.92  -3.15  -0.61
H  1.39  2.70  0.62
H  -3.36  -2.77  1.07
C  -3.70  0.24  0.97
H  -0.86  -0.19  -3.56
C  3.49  -0.30  -1.84
O  0.05  1.47  -1.07
S  -0.67  2.09  1.67
C  -0.90  2.23  3.44
C  3.48  -2.44  0.02
P  2.79  -0.76  -0.22
H  -1.58  3.07  3.61
H  -1.35  1.29  3.80
Cl  0.05  -2.59  -1.75
H  -4.57  -2.40  -0.23
H  -2.97  -3.16  -0.61
H  -4.78  0.08  0.80
C  -3.42  -0.26  -1.79
C  0.01  0.56  -1.83
H  4.54  -2.44  -0.25
C  0.77  3.12  1.43
H  4.58  -0.41  -1.81
H  0.41  4.12  1.16
C  3.77  0.25  0.92
H  0.01  1.39  -3.80
H  -3.01  -0.88  -2.59
H  0.91  -0.16  -3.57
H  -3.44  -0.04  2.00
H  -3.13  0.79  -1.98
H  -3.46  1.30  0.83
C  0.02  0.42  -3.28

Charge distribution, Löwdin scheme, values in e:
1. H 0.0486
2. H 0.0727
3. H 0.0758
4. Dy 0.4580
5. H 0.0716
6. C -0.2587
7. O -0.7704
8. H 0.0459
9. P 0.7003
10. I 0.1425
11. H 0.0605
12. H 0.0531
13. H 0.0779
14. H 0.0493
15. H 0.0403
16. H 0.0476
17. H 0.0364
18. C -0.2607
19. H 0.1135
20. C -0.2624
21. O 0.1560
22. S 0.9267
23. C -0.1936
24. C -0.2516
25. P 0.6753
26. H 0.0818
27. H 0.0816
28. Cl 0.0244
29. H 0.0704
30. H 0.0455
31. H 0.0725
32. C -0.2679
33. C -0.1939
34. H 0.0712
35. C -0.2109
36. H 0.0730
37. H 0.0835
38. C -0.2528
39. H 0.1466
40. H 0.0459
41. H 0.1147
42. H 0.0565
43. H 0.0490
44. H 0.0356
45. C 0.0189


Density functional theory data (ωB97M-V/def2-TZVPD) for a molecular structure, C5H7P in a non-equilibrium geometry.

Values from the calculation:
Energy above the lowest of the compared OMol25 structures with the same formula, charge and spin: 3.421 eV
DFT total energy: -535.888785 a.u.
Frontier orbital gap: 8.671 eV
HOMO: -8.6263 eV

Positions of all 13 atoms, in Å:
C  3.22  0.08  0.05
H  3.57  0.87  0.75
H  -3.74  -1.10  -0.20
H  0.76  1.01  0.74
C  -2.17  0.39  -0.08
H  -4.29  0.68  0.09
C  0.52  0.07  0.36
C  2.18  -0.73  -0.13
H  -1.98  1.43  0.00
C  -3.40  -0.07  -0.12
P  -0.80  -0.82  -0.36
H  4.14  -0.25  -0.38
H  1.98  -1.56  -0.72

Charge distribution, Löwdin scheme, values in e:
1. C -0.0788
2. H 0.0725
3. H 0.0366
4. H -0.0171
5. C -0.4809
6. H 0.0905
7. C -0.3215
8. C -0.1330
9. H 0.0375
10. C -0.1360
11. P 0.8821
12. H 0.0258
13. H 0.0223


Density functional theory data (ωB97M-V/def2-TZVPD) for C3H5IN2 in the gas phase in a non-equilibrium geometry.

Values from the calculation:
Energy above the lowest of the compared OMol25 structures with the same formula, charge and spin: 0.573 eV
DFT total energy: -524.450775 a.u.
Frontier orbital gap: 9.615 eV
HOMO: -9.2080 eV
SMILES string: C=N/N=C(/C)I

Positions of all 11 atoms, in Å:
H  0.54  2.55  -1.01
C  0.33  0.61  -0.18
C  -0.52  -2.47  0.34
H  -0.56  -2.30  1.41
H  0.31  2.52  0.74
N  -0.44  -1.56  -0.53
H  -1.06  2.19  -0.34
C  0.01  2.05  -0.20
N  -0.51  -0.28  -0.34
I  2.45  0.17  0.13
H  -0.54  -3.49  -0.02

Charge distribution, Löwdin scheme, values in e:
1. H 0.0718
2. C -0.7572
3. C -0.0276
4. H 0.0750
5. H 0.0686
6. N -0.0642
7. H 0.0795
8. C -0.1505
9. N -0.0444
10. I 0.6867
11. H 0.0624


Density functional theory data (ωB97M-V/def2-TZVPD) for a molecular structure, C15H13Cl3GeN7OSTi.

Values from the calculation:
Energy above the lowest of the compared OMol25 structures with the same formula, charge and spin: 0.749 eV
Spin multiplicity: 2
DFT total energy: -5743.191946 a.u.
Frontier orbital gap (alpha / beta): 6.463 / 7.588 eV
HOMO (alpha / beta): -7.4102 / -8.6407 eV

Positions of all 42 atoms, in Å:
H  2.21  -1.60  3.86
N  0.28  -0.33  1.44
C  -2.66  3.35  0.89
C  -3.69  -1.17  0.87
C  -1.33  1.07  -0.07
H  1.64  0.61  4.89
H  -2.53  1.34  -1.83
H  1.29  -2.12  1.61
C  -2.53  -1.93  0.58
C  1.07  -1.19  2.11
C  0.40  1.20  3.25
Ge  1.29  1.98  -1.36
C  -1.71  2.73  1.68
C  1.24  0.33  3.92
Cl  0.34  3.87  -1.92
C  -2.29  1.71  -0.84
N  4.20  -1.08  -2.74
H  1.01  -3.62  -3.21
C  2.96  -1.46  -2.39
N  2.23  -2.05  -3.35
N  -1.82  -1.61  -0.52
H  2.58  -2.04  -4.30
H  0.13  2.15  3.69
N  1.00  -2.61  -3.07
C  -0.11  0.83  2.01
C  -1.08  1.59  1.21
H  4.46  -1.03  -3.71
H  -3.72  3.30  -0.97
N  -4.64  -0.56  1.11
H  0.26  -2.16  -3.59
Cl  3.10  2.16  -2.65
H  4.64  -0.40  -2.14
Cl  0.00  0.32  -2.92
C  -2.09  -2.93  1.47
S  2.49  -1.28  -0.77
Ti  -0.12  -0.57  -0.66
H  -3.18  4.24  1.24
C  -2.97  2.83  -0.36
N  -1.74  -3.75  2.22
C  1.57  -0.89  3.36
O  -0.69  -2.36  -0.70
H  -1.49  3.13  2.66

Charge distribution, Löwdin scheme, values in e:
1. H 0.1132
2. N -0.0013
3. C -0.0716
4. C -0.1804
5. C -0.2962
6. H 0.1154
7. H 0.0870
8. H 0.0938
9. C -0.2941
10. C -0.1456
11. C 0.0137
12. Ge 0.1311
13. C -0.0228
14. C -0.0315
15. Cl 0.0374
16. C -0.1478
17. N 0.0930
18. H 0.1060
19. C -0.8340
20. N -0.0880
21. N -0.1171
22. H 0.1557
23. H 0.1120
24. N 0.0050
25. C -0.2047
26. C -0.2301
27. H 0.1128
28. H 0.1081
29. N 0.1785
30. H 0.0440
31. Cl -0.0308
32. H 0.0767
33. Cl 0.1290
34. C -0.1882
35. S 0.6546
36. Ti 0.5249
37. H 0.1047
38. C -0.0778
39. N 0.1773
40. C -0.0352
41. O -0.2812
42. H 0.1045


Which of these has the lowest DFT total energy?
C45H56BrN4O3S2SbSi3V